1.
Molecular formula: C44H89N5O12PS
Method: DFT, ωB97M-V with the def2-TZVPD basis set

Positions of all 152 atoms, in Å:
S (-1.3498, 3.4177, 1.8752)
P (-0.7113, 3.9465, 0.1489)
O (4.9561, -2.8080, -1.4781)
O (2.5395, -0.3718, -3.1271)
O (0.4965, 4.9948, 0.2168)
O (-3.4800, -3.4440, 7.6568)
O (-6.4504, -6.2827, 5.8891)
O (-2.0508, -0.7068, 4.2869)
O (-5.8340, 2.7498, 2.2673)
O (2.5715, 7.5918, 1.3300)
O (6.4341, 1.0986, -5.0579)
O (-1.7907, 4.5614, -0.8401)
O (-2.1227, -2.4656, -4.5447)
O (3.5569, 5.8429, -2.8863)
N (-1.9696, 1.6508, -1.3906)
N (-0.0653, 0.7317, -2.0097)
N (-1.0886, -0.0273, -2.4768)
N (0.0441, 2.7285, -0.7415)
N (-5.4259, 0.6132, 1.5565)
C (4.2086, -3.6144, -0.5649)
C (-7.7653, -8.2043, 6.2979)
C (-6.5460, -8.6065, 5.4699)
C (-1.9158, -1.9691, 4.9562)
C (-0.6464, -2.8831, -6.3594)
C (-4.6368, -2.6703, 7.3193)
C (1.7045, 5.4527, -4.3050)
C (3.4049, 0.3328, -4.0397)
C (-7.3222, -6.8619, 6.8640)
C (-0.7661, -0.2264, 3.8933)
C (5.5687, -2.1639, 0.7131)
C (2.7846, 6.4590, -3.9222)
C (-5.1976, 1.7455, 2.4131)
C (-1.7524, -3.9417, -6.3637)
C (-5.2758, -4.2116, 8.9944)
C (2.9130, -1.7770, -4.9939)
C (3.6078, 8.5108, 1.6948)
C (7.3891, 1.2240, -6.1185)
C (-0.4889, -2.4336, 4.7027)
C (8.3854, 2.2853, -5.6722)
C (3.5921, 8.3436, -0.6678)
C (5.9267, -2.0388, -0.7617)
C (2.3618, -1.7271, -3.5779)
C (-1.2831, -1.8117, -5.4936)
C (6.9156, 1.7734, -3.8928)
C (-4.7668, 0.9097, -2.0987)
C (-4.4461, 0.5349, 0.4600)
C (-3.8578, -4.5128, 8.5297)
C (-0.6393, 1.7437, -1.3614)
C (-4.8397, 1.4895, -0.6795)
C (-3.5714, 0.0033, -2.4368)
C (4.9526, -3.5613, 0.7624)
C (2.8915, 4.6819, -2.4082)
C (-5.8429, -3.4731, 7.7848)
C (4.5503, 8.5814, 0.4993)
C (1.4787, 4.7368, -2.9750)
C (0.2556, -1.1022, 4.6076)
C (4.0224, -0.7251, -4.9343)
C (-4.1464, 1.5800, 3.4801)
C (8.3803, 2.0952, -4.1564)
C (-6.0991, -7.2622, 4.9101)
C (2.6389, 7.3208, -0.0695)
C (-2.2931, -3.8419, -4.9404)
C (-2.2306, 0.5526, -2.0897)
H (-5.8309, -5.1100, 9.2605)
H (-5.0251, -7.2105, 4.7266)
H (-1.8919, -1.1280, -6.0941)
H (0.8333, 5.3364, -2.3308)
H (0.2507, -3.2818, -5.8796)
H (-2.1016, -1.8199, 6.0221)
H (-4.8060, 1.7302, -2.8175)
H (-6.7016, -2.8440, 8.0170)
H (-4.5616, 1.0113, 4.3171)
H (-3.1429, -4.5653, 9.3518)
H (-5.2571, -3.5530, 9.8655)
H (-3.5633, -0.1505, -3.5226)
H (-0.5329, -1.2225, -4.9538)
H (5.0850, 9.5278, 0.4423)
H (0.3020, 5.5750, 0.9754)
H (-0.6842, 0.8295, 4.1561)
H (1.0318, 3.7473, -3.0849)
H (6.8654, 1.4882, -7.0377)
H (-5.6569, 0.2937, -2.2519)
H (-3.4580, 0.8472, 0.8296)
H (6.7714, 1.1283, -3.0234)
H (3.2668, -2.7695, -5.2664)
H (-8.0264, -8.9217, 7.0738)
H (1.2036, -1.1639, 4.0742)
H (-3.6828, -1.0006, -2.0179)
H (-6.7668, -6.9910, 7.7996)
H (4.8222, -1.4149, 0.9878)
H (-4.4087, -0.5055, 0.1322)
H (-3.2867, 1.0397, 3.0890)
H (-0.4253, -2.9676, 3.7511)
H (3.0579, 9.2664, -0.9061)
H (6.9197, -2.4517, -0.9647)
H (2.9214, -2.3863, -2.9115)
H (3.1995, -3.1940, -0.4667)
H (5.2860, 7.7760, 0.5492)
H (-6.7641, -9.3348, 4.6906)
H (8.7256, 2.9661, -3.6023)
H (-0.3697, -2.5187, -7.3464)
H (-1.0182, -0.8842, -3.0144)
H (1.6311, 7.3779, -0.4875)
H (9.3657, 2.1578, -6.1272)
H (4.0921, 8.1550, 2.6040)
H (-0.6726, -0.3173, 2.8026)
H (4.1438, 0.8915, -3.4678)
H (-2.3830, 5.1616, -0.3625)
H (-5.7727, -9.0226, 6.1190)
H (-5.8750, 1.7815, -0.4905)
H (9.0094, 1.2458, -3.8831)
H (-8.1529, -6.1794, 7.0473)
H (1.2995, -1.9896, -3.5219)
H (4.3092, -0.3268, -5.9028)
H (4.2990, -3.7237, 1.6177)
H (2.0851, 4.7518, -5.0510)
H (-4.5708, -1.7085, 7.8402)
H (4.9117, -1.1409, -4.4615)
H (5.7387, -4.3179, 0.7859)
H (3.4442, 6.7158, -4.7504)
H (2.8020, 1.0419, -4.6179)
H (-3.8156, -5.4537, 7.9705)
H (1.0533, 2.7222, -0.7920)
H (4.1242, -4.6233, -0.9698)
H (-3.8678, 2.5641, 3.8542)
H (8.0182, 3.2815, -5.9267)
H (6.3295, 2.6886, -3.7481)
H (5.9001, -1.0097, -1.1240)
H (2.3449, 7.3821, -3.5299)
H (-6.1374, -4.1886, 7.0165)
H (7.8793, 0.2562, -6.2645)
H (0.8109, 5.9257, -4.7078)
H (-1.3978, -4.9417, -6.6037)
H (2.1468, -1.4769, -5.7147)
H (-2.6632, -2.6638, 4.5717)
H (3.0141, 6.3036, -0.2098)
H (-8.6332, -8.0735, 5.6485)
H (-5.3956, -0.2364, 2.1102)
H (3.1559, 9.4858, 1.9020)
H (-1.7258, -4.4755, -4.2534)
H (0.9269, 0.5092, -2.1543)
H (-3.3475, -4.1014, -4.8608)
H (4.0752, 7.9832, -1.5736)
H (3.4278, 3.7938, -2.7687)
H (-4.2567, 2.4083, -0.6090)
H (-4.6422, -2.4819, 6.2444)
H (-0.1189, -3.0908, 5.4872)
H (2.9140, 4.6804, -1.3168)
H (0.4525, -0.7118, 5.6077)
H (-6.6224, -7.0290, 3.9764)
H (-2.5268, -3.6721, -7.0836)
H (6.4302, -2.0398, 1.3664)

Forces on atoms 1 to 2 (eV/Å):
-0.11 0.07 -0.33
-0.31 0.31 1.58

Output
Gap between HOMO and LUMO, eV: 8.43
2S+1: 1
Net charge: +1
HOMO level, eV: -10.552


2.
Molecular formula: C3H9NO
Method: DFT, ωB97M-V with the def2-TZVPD basis set

Positions of all 14 atoms, in Å:
O (-2.7583, -0.6347, 1.3125)
N (0.2488, -0.9058, 0.5695)
C (0.9789, -0.1483, -0.3478)
C (2.3602, -0.0421, -0.2923)
C (0.0616, 0.9551, -1.0626)
H (0.5741, -1.8773, 0.5801)
H (2.9687, 0.4616, -1.0285)
H (-0.7040, 1.1713, -0.2957)
H (-0.0266, 0.7832, -2.1543)
H (-3.2570, 0.1148, 0.7116)
H (0.6782, 1.9719, -1.2152)
H (-0.7566, -0.6794, 0.5435)
H (-3.3256, -0.5846, 2.2784)
H (2.9574, -0.5857, 0.4009)

Forces on atoms 1 to 2 (eV/Å):
-4.26 2.99 1.78
0.10 -0.09 -0.83

Output
Gap between HOMO and LUMO, eV: 8.02
Energy above the lowest of the compared OMol25 structures with the same formula, charge and spin, kJ/mol: 270.2
2S+1: 1
Net charge: 0
HOMO level, eV: -7.664


3.
Molecular formula: C65H57N5O8PReS5
Method: DFT, ωB97M-V with the def2-TZVPD basis set

Positions of all 142 atoms, in Å:
Re (0.1619, -1.6886, 0.0418)
S (1.1460, 0.5520, -2.2990)
S (0.3651, 1.2274, 1.5885)
S (-0.8797, -4.2907, 1.1320)
S (1.7848, 2.6520, -0.5161)
S (-2.7909, -1.4814, 3.1387)
P (-1.9927, -2.3572, -0.9366)
O (-2.3051, -0.0771, 2.9907)
O (-0.5675, -4.3546, -0.2874)
O (-0.3997, -2.9671, 1.6774)
O (3.4426, -3.4998, -1.7543)
O (6.1097, -0.3271, 1.6868)
O (-0.4946, -5.3818, 1.9680)
O (6.8855, -2.0958, 2.9253)
O (1.3637, -2.8159, -1.2778)
N (1.1250, 2.1334, -1.8199)
N (-0.2119, -0.0553, 1.1496)
N (2.0569, -1.8601, 1.0242)
N (1.6799, 1.8355, 0.7896)
N (0.3293, -0.3753, -1.5042)
C (-1.8654, 2.3962, 0.5798)
C (-5.5341, -1.9144, 3.5392)
C (1.7289, 5.1572, 0.5599)
C (1.9309, 1.5098, 5.8515)
C (6.1984, 3.2555, -1.3057)
C (-2.6550, -4.1630, 1.0909)
C (-0.8601, -3.5262, -3.2114)
C (-0.8153, 3.5920, 2.4078)
C (0.6075, 1.9664, -4.6153)
C (-4.6811, 1.2424, -2.0071)
C (3.4900, 0.1093, -3.7299)
C (-3.2889, -4.3576, -4.2638)
C (2.6206, -3.0062, -1.0194)
C (3.5314, 2.9146, -0.7553)
C (0.1329, 2.0589, -5.9141)
C (4.6321, -1.9622, 2.0172)
C (-4.3226, -1.2505, 4.1722)
C (4.9056, -0.5235, -1.4028)
C (0.5002, 0.7566, -3.9459)
C (-3.0131, -0.8979, -1.3754)
C (5.2432, 3.7651, -2.1803)
C (-2.0345, -3.2924, -2.5055)
C (3.0269, -2.4835, 0.3443)
C (4.4702, 2.4101, 0.1283)
C (-2.8466, 3.3713, 0.5170)
C (-3.2511, -3.7217, -3.0338)
C (2.7499, 1.9180, 4.8086)
C (1.2517, 6.4500, 0.6794)
C (-0.3781, 6.0207, -1.0444)
C (-1.7478, -2.1819, 4.4720)
C (-4.8500, -4.9136, 1.6547)
C (-2.0587, -3.6430, 4.7547)
C (-3.9668, 0.6004, -3.0082)
C (3.8982, 3.5928, -1.9099)
C (-0.4292, 0.9456, -6.5259)
C (-4.5436, -3.1898, -0.0035)
C (5.5242, -0.5775, -2.6439)
C (-5.3760, -4.0209, 0.7324)
C (-3.4778, -4.9708, 1.8486)
C (0.2015, 6.8791, -0.1216)
C (0.0944, 4.7243, -1.1787)
C (4.8245, -0.2581, -3.7999)
C (2.8810, 0.1429, -2.4854)
C (-0.9046, -4.1603, -4.4453)
C (3.5788, -1.4857, 2.8029)
C (-2.8173, 4.4452, 1.3950)
C (2.2968, 1.8323, 3.5016)
C (3.5690, -0.1696, -1.3242)
C (-3.1426, -0.4700, -2.6937)
C (1.1430, 4.3141, -0.3734)
C (-1.8028, 4.5605, 2.3361)
C (5.8152, 2.5821, -0.1559)
C (0.1918, 0.9256, 4.2956)
C (-0.8700, 2.5202, 1.5318)
C (-0.0638, -0.3584, -4.5412)
C (-4.5160, 0.8570, -0.6834)
C (6.0947, -1.4354, 2.2779)
C (0.6574, 1.0166, 5.5974)
C (-3.6649, -0.1889, -0.3659)
C (-2.1170, -4.5705, -4.9760)
C (4.3228, -2.5630, 0.7980)
C (1.0239, 1.3350, 3.2642)
C (2.3078, -1.4665, 2.2801)
C (-3.1611, -3.2724, 0.1425)
C (-0.5276, -0.2594, -5.8425)
H (-3.1350, -3.8220, 4.8019)
H (4.1605, 1.8628, 1.0086)
H (-0.3284, 4.0279, -1.8887)
H (-2.6049, -0.9818, -3.4799)
H (-3.4966, -0.4609, 0.6688)
H (-4.0642, 0.9172, -4.0385)
H (-1.6289, -4.2784, 3.9844)
H (0.0203, 0.7153, 6.4173)
H (5.3176, -0.2987, -4.7612)
H (-5.5847, -1.6779, 2.4762)
H (-1.8633, 1.5326, -0.0740)
H (-1.7918, 5.3963, 3.0220)
H (-3.6432, 3.2885, -0.2092)
H (5.0582, -3.0436, 0.1678)
H (-0.1681, 7.8905, -0.0222)
H (7.2490, 3.3777, -1.5304)
H (-1.2003, 6.3571, -1.6606)
H (-3.5954, 5.1960, 1.3585)
H (-5.4996, -5.5666, 2.2213)
H (2.2878, 1.5812, 6.8696)
H (3.0465, -0.1349, -0.3765)
H (-1.8851, -1.5472, 5.3485)
H (0.0886, -3.2534, -2.7752)
H (-0.0225, 3.6586, 3.1411)
H (1.4644, -1.0977, 2.8457)
H (-5.4893, -2.9970, 3.6386)
H (6.5515, 2.1595, 0.5142)
H (-0.1311, -1.2840, -3.9851)
H (2.9310, 0.3484, -4.6245)
H (-6.4463, -3.9757, 0.5809)
H (-2.1516, -5.0692, -5.9354)
H (2.9134, 2.1403, 2.6725)
H (6.5620, -0.8737, -2.7102)
H (3.7382, 2.3097, 5.0043)
H (-4.2356, -4.6905, -4.6679)
H (-4.1491, -1.6187, 5.1823)
H (3.1386, 3.9691, -2.5833)
H (1.6991, 7.1241, 1.3962)
H (-4.1683, -3.5718, -2.4819)
H (-0.9664, -1.1247, -6.3206)
H (-4.4417, -0.1683, 4.1926)
H (1.0610, 2.8130, -4.1202)
H (-3.0323, -5.6522, 2.5604)
H (0.2114, 2.9960, -6.4478)
H (-0.7700, 1.0105, -7.5501)
H (2.5462, 4.8029, 1.1768)
H (0.0169, -4.3278, -4.9875)
H (5.5492, 4.2852, -3.0771)
H (-5.0518, 1.3683, 0.1062)
H (-6.4495, -1.5637, 4.0160)
H (-1.6289, -3.9391, 5.7109)
H (3.7585, -1.1017, 3.7979)
H (-5.3649, 2.0438, -2.2557)
H (-0.7972, 0.5506, 4.0562)
H (5.4573, -0.7432, -0.4944)
H (-0.7310, -2.0700, 4.0968)
H (-4.9803, -2.4751, -0.6872)

Forces on atoms 1 to 2 (eV/Å):
0.95 -1.56 -0.06
-0.13 -0.14 0.68

Output
Gap between HOMO and LUMO (spin up / spin down), eV: 5.83 / 6.14
Energy above the lowest of the compared OMol25 structures with the same formula, charge and spin, kJ/mol: 0.0
2S+1: 2
Net charge: +1
HOMO level (spin up / spin down), eV: -9.719 / -9.708


4.
Molecular formula: C6H14N2O2
Method: DFT, ωB97M-V with the def2-TZVPD basis set

Positions of all 24 atoms, in Å:
O (-2.3054, 2.7293, 0.1907)
O (1.4001, -1.3736, 1.9343)
N (-0.7213, 1.4761, -0.7961)
N (1.3079, -1.3445, -0.3566)
C (-2.1334, 0.3772, 0.7496)
C (-1.8337, 1.6342, 0.0515)
C (0.0534, -2.9468, 0.9828)
C (2.4658, -0.4176, -0.5525)
C (-0.0875, 2.6869, -1.2836)
C (0.9505, -1.7718, 0.9255)
H (3.1923, -0.7272, -1.1827)
H (-0.7276, -2.9937, 0.2097)
H (0.8653, -1.6757, -1.1580)
H (0.4128, 2.7948, -2.2571)
H (-0.8657, 3.5586, -1.4384)
H (-1.7065, 0.6031, 1.8027)
H (0.5259, -3.9025, 1.3449)
H (-1.8534, -0.6132, 0.5623)
H (-3.2917, 0.5057, 0.7204)
H (-0.7226, -2.8811, 1.6705)
H (-0.5529, 0.6145, -1.2214)
H (2.9445, -0.0159, 0.3937)
H (0.5340, 2.9380, -0.4085)
H (2.1491, 0.7456, -0.8839)

Forces on atoms 1 to 2 (eV/Å):
-1.01 0.07 1.04
1.72 1.97 2.43

Output
Gap between HOMO and LUMO, eV: 10.03
Energy above the lowest of the compared OMol25 structures with the same formula, charge and spin, kJ/mol: 322.9
2S+1: 1
Net charge: 0
HOMO level, eV: -9.465


5.
Molecular formula: C6H23ClO9
Method: DFT, ωB97M-V with the def2-TZVPD basis set

Positions of all 39 atoms, in Å:
Cl (25.5419, 18.2409, 4.8442)
O (26.6427, 20.7566, 4.7501)
O (25.0578, 18.7140, 6.0851)
O (25.5871, 19.3296, 3.9276)
O (24.7119, 17.1612, 4.3582)
O (27.7389, 19.2172, 1.5671)
O (23.7437, 18.8705, 3.0302)
O (26.8794, 17.7545, 5.0575)
O (26.2854, 16.3195, 8.3520)
O (26.2146, 16.1687, 3.2221)
C (23.2509, 19.9357, 3.7925)
C (26.1787, 20.8383, 2.4169)
C (27.6692, 20.4445, 2.2931)
C (25.5343, 21.3298, 5.4157)
C (25.6773, 16.6928, 7.1545)
C (28.2592, 20.1391, 3.7041)
H (28.1388, 21.0457, 4.2971)
H (26.4378, 17.2752, 6.6344)
H (25.2834, 16.0760, 3.0081)
H (25.5844, 15.9250, 8.8759)
H (25.4872, 20.0002, 2.5029)
H (24.5441, 18.6423, 3.5086)
H (22.6235, 20.5147, 3.1149)
H (22.6772, 19.5872, 4.6513)
H (27.7496, 19.3095, 4.1943)
H (26.5809, 16.9286, 2.7638)
H (26.0237, 21.4843, 3.2811)
H (25.8716, 21.4714, 1.5845)
H (27.5117, 19.4067, 0.6538)
H (25.8389, 21.7949, 6.3532)
H (29.3293, 19.9356, 3.6657)
H (24.8339, 17.3137, 7.4564)
H (25.1446, 22.1637, 4.8318)
H (28.3059, 21.2279, 1.8820)
H (26.6489, 15.3134, 3.1834)
H (24.6984, 20.6419, 5.5432)
H (26.3602, 20.0588, 4.1544)
H (25.2888, 15.8883, 6.5301)
H (24.0988, 20.5353, 4.1238)

Forces on atoms 1 to 2 (eV/Å):
2.23 -2.76 6.87
-0.92 6.73 8.64

Output
Gap between HOMO and LUMO, eV: 7.13
Energy above the lowest of the compared OMol25 structures with the same formula, charge and spin, kJ/mol: 1380.9
2S+1: 1
Net charge: 0
HOMO level, eV: -8.458


6.
Molecular formula: C5H10O2
Method: DFT, ωB97M-V with the def2-TZVPD basis set

Positions of all 17 atoms, in Å:
O (-2.3188, 0.8891, 0.7064)
O (1.4687, -0.8252, 0.4617)
C (-2.0369, 0.2760, -0.5594)
C (-0.9298, 1.1216, 0.9520)
C (2.6317, -0.7229, -0.7652)
C (0.1423, -0.9790, -0.0896)
C (-0.5189, 0.3600, -0.3260)
H (-2.4532, -0.7377, -0.6249)
H (-2.4124, 0.8731, -1.3981)
H (-0.6061, 0.6738, 1.9050)
H (0.0477, 0.9347, -1.0638)
H (2.8768, 0.3532, -0.6423)
H (1.4835, -0.0690, 1.0681)
H (0.3242, -1.5228, -1.0176)
H (-0.6854, 2.1912, 0.9647)
H (-0.4401, -1.5833, 0.6170)
H (3.4269, -1.2326, -0.1879)

Forces on atoms 1 to 2 (eV/Å):
-0.13 0.02 0.09
0.03 0.08 0.01

Output
Gap between HOMO and LUMO, eV: 8.21
Energy above the lowest of the compared OMol25 structures with the same formula, charge and spin, kJ/mol: 616.4
2S+1: 1
Net charge: 0
HOMO level, eV: -7.725


Number 1: energy -99209.942 eV. Number 2: energy -6792.256 eV. Number 3: energy -157744.263 eV. Number 4: energy -13522.278 eV. Number 5: energy -37521.391 eV. Number 6: energy -9436.654 eV.